Entry 1:
3 unconnected molecules or ions with the total composition C5H13NO2, computed with wB97M-V/def2-TZVPD.

The calculation puts the total energy at -403.35472 Ha. As for the HOMO energy: -7.4214 eV. For the relative energy (zero: lowest compared OMol25 entry of this formula, charge and spin), the calculation gives 139.2 kcal per mole. The calculation puts the LUMO energy at -0.11037 hartree. The orbital gap is 4.42 eV.

Last column: Löwdin charge in e.
CARTESIAN COORDINATES (ANGSTROEM)
H (1.09453, -0.67791, 0.17612)  0.08
C (-3.27168, 0.96068, 0.88246)  -0.04
H (1.34801, 1.53917, 1.84134)  0.02
O (3.01918, 0.79895, 0.00772)  -0.39
H (-4.34751, 0.98924, 0.99220)  0.08
O (1.26032, 0.57770, 1.79384)  -0.20
H (3.53996, 1.59532, -0.09901)  -0.06
H (1.45533, -0.63091, -2.68546)  0.06
C (-2.68997, -0.17969, 0.14603)  -0.02
C (0.82002, -1.13496, -0.77240)  -0.29
H (-1.21328, -1.82071, -1.44059)  0.13
H (-0.74496, 0.33025, 0.68020)  0.12
H (1.22109, -2.16191, -0.71416)  0.13
H (2.34438, 0.14495, -1.40185)  0.03
H (-2.82103, 0.87355, 1.87765)  0.11
H (-2.90537, 1.84840, 0.36233)  0.11
N (1.47112, -0.29601, -1.73820)  0.01
H (-3.31954, -0.88991, -0.39096)  0.13
C (-0.64173, -1.17019, -0.77723)  0.09
H (1.90344, 0.56390, 0.94730)  -0.03
C (-1.34604, -0.35073, 0.06836)  -0.08

Entry 2:
A molecular structure, C5H13NO2, computed with wB97M-V/def2-TZVPD.

The calculation puts the total energy at -403.27033 Ha. As for the HOMO energy: -8.4387 eV. For the relative energy (zero: lowest compared OMol25 entry of this formula, charge and spin), the calculation gives 192.2 kcal per mole. The calculation puts the LUMO energy at -0.01848 hartree. The orbital gap is 7.94 eV.

Last column: Löwdin charge in e.
CARTESIAN COORDINATES (ANGSTROEM)
C (-1.84592, -0.02520, 0.37843)  -0.15
H (-2.97199, 0.59303, 0.77140)  -0.03
H (1.81845, 0.80921, 1.95534)  0.09
H (2.07909, 0.95019, 0.07684)  0.09
H (-0.27357, 1.48365, 0.29848)  0.11
H (2.83124, -0.28123, 1.16416)  0.07
H (-0.60155, 0.92827, 1.80190)  0.12
O (-2.88944, 1.23616, 0.05655)  -0.10
C (1.62069, -1.98681, -0.13840)  -0.03
H (1.40152, -2.95421, 0.33739)  0.11
H (-1.77814, -0.29772, -0.67523)  0.10
N (0.63783, -1.28484, -0.61198)  -0.03
C (0.68082, -0.51967, 0.72894)  -0.40
H (0.37692, 0.19448, -1.79171)  -0.01
H (-0.24379, 1.52402, -2.42308)  0.04
H (0.37581, -1.04066, 1.65071)  0.14
C (-0.49429, 0.52224, 0.78241)  -0.20
H (2.63311, -1.82222, -0.53579)  0.10
H (-2.05269, -0.96365, 0.91777)  0.14
O (0.51085, 1.14511, -1.96418)  -0.08
C (1.94082, 0.34099, 0.97231)  -0.07

Entry 3:
A single C5H13NO2 molecule, computed with wB97M-V/def2-TZVPD.

The calculation puts the total energy at -403.48035 Ha. As for the HOMO energy: -9.2426 eV. For the relative energy (zero: lowest compared OMol25 entry of this formula, charge and spin), the calculation gives 60.4 kcal per mole. The calculation puts the LUMO energy at 0.03225 hartree. The orbital gap is 10.12 eV. Its SMILES is C[C@@H](CCO)NCO.

Last column: Löwdin charge in e.
CARTESIAN COORDINATES (ANGSTROEM)
H (0.53990, 1.52353, 0.01569)  0.12
C (-0.87713, -0.78384, -1.12464)  -0.13
O (0.81855, 2.13250, 2.15804)  -0.08
H (0.55396, 0.15771, 2.49646)  0.11
C (-1.77913, 0.57534, 0.76064)  -0.10
H (-0.98916, 0.15326, -1.72550)  0.12
H (0.76886, 2.12216, 3.13400)  0.09
C (-0.56719, -0.19768, 0.35649)  -0.40
O (0.19165, -1.69021, -2.94894)  -0.10
H (1.33064, -0.96833, -1.35633)  0.10
N (0.72080, 0.58341, 0.40012)  -0.02
H (-0.50813, -1.19621, 1.00708)  0.17
C (0.40352, -1.49932, -1.56849)  -0.28
H (-1.82394, 0.62933, 1.84823)  0.07
H (-1.82270, 1.63109, 0.35554)  0.11
H (-2.70208, 0.17222, 0.44703)  0.05
H (0.98190, -1.74460, -3.48989)  0.08
H (2.21175, 0.57773, 1.81533)  0.12
H (0.44353, -2.58370, -1.22979)  0.13
H (-1.84588, -1.27146, -1.14959)  0.11
C (1.10893, 0.76799, 1.80235)  -0.28

Entry 4:
3 unconnected molecules or ions with the total composition C5H13NO2, computed with wB97M-V/def2-TZVPD.

The calculation puts the total energy at -403.40314 Ha. As for the HOMO energy: -8.2148 eV. For the relative energy (zero: lowest compared OMol25 entry of this formula, charge and spin), the calculation gives 108.9 kcal per mole. The calculation puts the LUMO energy at 0.01629 hartree. The orbital gap is 8.66 eV. Its SMILES is C=C/C(N)=C/C.O.O.

Last column: Löwdin charge in e.
CARTESIAN COORDINATES (ANGSTROEM)
H (0.94684, 1.52141, 1.79361)  0.20
C (-1.53357, 0.07008, 0.21755)  -0.20
O (-0.21211, 1.38616, 1.90297)  -0.10
H (1.53946, -1.95390, 2.56401)  0.04
H (-3.09316, 1.37656, 0.52390)  0.04
H (0.39594, -1.76366, 1.50320)  0.05
C (0.50088, 0.75862, -1.03268)  -0.13
H (-0.06424, 0.50356, 1.89257)  -0.09
C (1.71504, 0.61503, -1.82905)  -0.12
O (0.72098, -2.43186, 2.27616)  -0.15
H (-0.91174, -2.13796, -0.52539)  0.06
H (1.58129, 1.31582, -2.73218)  0.11
H (-1.74087, -0.50155, 1.08893)  0.10
N (-0.08685, -1.66653, -0.50051)  0.11
C (-0.24105, -0.23633, -0.39122)  -0.33
H (1.99482, -0.30006, -2.34252)  0.07
H (-2.43289, 1.54083, -1.12868)  0.10
H (0.09646, 1.80694, -0.82414)  0.13
H (2.53919, 0.97936, -1.27473)  0.05
C (-2.28535, 1.11092, -0.08728)  0.02
H (0.57092, -1.99347, -1.09453)  0.05

Entry 5:
2 unconnected molecules or ions with the total composition C5H13NO2, computed with wB97M-V/def2-TZVPD.

The calculation puts the total energy at -403.48220 Ha. As for the HOMO energy: -9.1617 eV. For the relative energy (zero: lowest compared OMol25 entry of this formula, charge and spin), the calculation gives 59.2 kcal per mole. The calculation puts the LUMO energy at 0.01805 hartree. The orbital gap is 9.65 eV. Its SMILES is CNC(=O)C(C)C.O.

Last column: Löwdin charge in e.
CARTESIAN COORDINATES (ANGSTROEM)
C (-1.32677, -0.64124, -0.59205)  -0.55
H (0.06843, 0.89399, 0.02642)  0.17
H (-0.01798, -2.02986, 1.24923)  0.07
H (1.41075, -1.57440, -1.51420)  0.09
C (0.77171, -0.81550, -2.05860)  -0.07
O (2.07955, 2.37417, 0.34852)  -0.08
O (-2.54849, -0.74645, -0.64257)  0.04
N (-0.63661, -1.02879, -1.67368)  0.00
H (-1.19353, 0.84136, 2.48107)  0.03
H (-2.38872, -0.03998, 1.66751)  0.13
H (2.25651, 2.93641, 1.14852)  0.06
H (-1.94039, 1.61402, 1.09194)  0.11
H (-1.09894, -1.73513, -2.41398)  0.21
C (-0.52905, -0.07911, 0.49582)  -0.38
H (0.84732, -0.69680, -3.03884)  0.02
H (0.59817, -0.75460, 2.23966)  0.09
C (-1.41438, 0.66199, 1.47477)  -0.10
H (1.26988, -1.35252, 0.59637)  0.08
H (2.34455, 2.98041, -0.36414)  0.04
C (0.37301, -1.05365, 1.19760)  -0.06
H (1.07499, 0.24569, -1.71936)  0.10

Entry 6:
2 unconnected molecules or ions with the total composition C5H13NO2, computed with wB97M-V/def2-TZVPD.

The calculation puts the total energy at -403.31514 Ha. As for the HOMO energy: -8.6485 eV. For the relative energy (zero: lowest compared OMol25 entry of this formula, charge and spin), the calculation gives 164.1 kcal per mole. The calculation puts the LUMO energy at -0.12495 hartree. The orbital gap is 5.25 eV.

Last column: Löwdin charge in e.
CARTESIAN COORDINATES (ANGSTROEM)
H (-0.59050, -2.07955, -0.19923)  0.07
H (-0.91621, -0.43884, -1.56801)  0.10
H (-1.79775, 1.44998, 1.73730)  0.11
O (3.11025, -0.28367, -1.03420)  -0.17
H (-1.58278, 1.12491, -1.54441)  0.15
O (1.90955, -0.20478, 1.03396)  -0.08
H (0.14229, 1.66433, 0.29395)  0.12
H (-3.44197, 0.92667, 1.17242)  0.08
N (-1.90412, 0.07733, 0.15026)  0.07
H (-2.66483, 2.11862, 0.28492)  0.10
C (0.67512, -0.41701, 0.58612)  -0.54
C (-1.03748, 0.41023, -0.91356)  -0.23
H (-0.07213, -0.34519, 1.41795)  0.16
C (0.46847, -1.83641, -0.01885)  -0.04
H (4.06116, -0.25777, -0.86276)  0.01
C (0.35269, 0.78185, -0.32226)  -0.06
H (1.12702, 1.01480, -1.05435)  0.12
H (2.77629, -0.27392, 0.02262)  0.01
H (1.09089, -2.13283, -0.86725)  0.08
H (0.72597, -2.50299, 0.81501)  0.09
C (-2.43192, 1.20425, 0.87036)  -0.12

Entry 7:
2 unconnected molecules or ions with the total composition C5H13NO2, computed with wB97M-V/def2-TZVPD.

The calculation puts the total energy at -403.56297 Ha. As for the HOMO energy: -9.8717 eV. For the relative energy (zero: lowest compared OMol25 entry of this formula, charge and spin), the calculation gives 8.6 kcal per mole. The calculation puts the LUMO energy at 0.02899 hartree. The orbital gap is 10.66 eV. Its SMILES is CCCNC(C)=O.O.

Last column: Löwdin charge in e.
CARTESIAN COORDINATES (ANGSTROEM)
H (-0.32984, 3.48920, 0.81281)  -0.01
H (2.41183, -3.14935, -0.68187)  0.07
H (-1.95550, -0.60503, -1.25771)  0.07
C (-1.11454, 1.16879, -0.35847)  -0.51
H (1.42839, -0.90759, -1.19021)  0.11
O (-1.11813, 2.36037, -0.65697)  0.02
H (-2.88968, -0.00784, 0.12655)  0.10
H (0.27577, -0.97062, 1.59612)  0.12
C (-2.27249, 0.28419, -0.72922)  0.00
C (1.53305, -2.79856, -0.12340)  -0.11
C (0.19263, -0.77211, 0.53109)  -0.22
H (-2.91284, 0.89166, -1.35190)  0.08
H (0.56239, 4.71719, 0.72142)  0.03
N (-0.05161, 0.64058, 0.33658)  0.07
H (0.65168, -3.23560, -0.59606)  0.07
H (1.68784, -3.11974, 0.90317)  0.07
H (2.31453, -0.83286, 0.33617)  0.11
O (0.03589, 4.21505, 1.35057)  -0.08
H (0.72493, 1.28104, 0.25115)  0.14
H (-0.63368, -1.37459, 0.15154)  0.10
C (1.45939, -1.27420, -0.17137)  -0.25

Entry 8:
A single C5H13NO2 molecule, computed with wB97M-V/def2-TZVPD.

The calculation puts the total energy at -403.51227 Ha. As for the HOMO energy: -9.2280 eV. For the relative energy (zero: lowest compared OMol25 entry of this formula, charge and spin), the calculation gives 40.4 kcal per mole. The calculation puts the LUMO energy at 0.03247 hartree. The orbital gap is 10.11 eV. Its SMILES is C[C@@H](CCO)NCO.

Last column: Löwdin charge in e.
CARTESIAN COORDINATES (ANGSTROEM)
H (0.49579, -0.32902, -1.78757)  0.12
C (-0.35097, 0.24708, -1.38286)  -0.18
C (0.01307, 0.57221, 0.06590)  -0.39
H (1.76958, 1.42706, 1.06023)  0.06
H (1.58059, 2.05808, -0.57960)  0.08
C (1.41786, 1.18909, 0.06111)  -0.07
H (-0.78766, 0.27741, 2.57123)  0.12
H (-0.90643, -0.68281, -3.53088)  0.05
H (-0.40959, -1.47133, 2.70724)  0.12
H (-0.73163, 1.28297, 0.43519)  0.14
H (1.55570, -0.85256, 3.30244)  0.06
O (1.14381, -0.08124, 2.92896)  -0.07
H (-2.54177, 0.03897, -1.52069)  0.12
H (0.87350, -1.11469, 0.59023)  0.11
H (-0.33246, 1.19898, -1.93171)  0.12
C (-1.61743, -0.51426, -1.67965)  -0.24
H (-1.58398, -1.45237, -1.12024)  0.11
N (0.01525, -0.66911, 0.87745)  -0.02
C (-0.09156, -0.51102, 2.29660)  -0.26
H (2.11181, 0.43127, -0.33321)  0.08
O (-1.62347, -1.04470, -3.03015)  -0.08

Repeat the fourth record exactly.
3 unconnected molecules or ions with the total composition C5H13NO2, computed with wB97M-V/def2-TZVPD.

The calculation puts the total energy at -403.40314 Ha. As for the HOMO energy: -8.2148 eV. For the relative energy (zero: lowest compared OMol25 entry of this formula, charge and spin), the calculation gives 108.9 kcal per mole. The calculation puts the LUMO energy at 0.01629 hartree. The orbital gap is 8.66 eV. Its SMILES is C=C/C(N)=C/C.O.O.

Last column: Löwdin charge in e.
CARTESIAN COORDINATES (ANGSTROEM)
H (0.94684, 1.52141, 1.79361)  0.20
C (-1.53357, 0.07008, 0.21755)  -0.20
O (-0.21211, 1.38616, 1.90297)  -0.10
H (1.53946, -1.95390, 2.56401)  0.04
H (-3.09316, 1.37656, 0.52390)  0.04
H (0.39594, -1.76366, 1.50320)  0.05
C (0.50088, 0.75862, -1.03268)  -0.13
H (-0.06424, 0.50356, 1.89257)  -0.09
C (1.71504, 0.61503, -1.82905)  -0.12
O (0.72098, -2.43186, 2.27616)  -0.15
H (-0.91174, -2.13796, -0.52539)  0.06
H (1.58129, 1.31582, -2.73218)  0.11
H (-1.74087, -0.50155, 1.08893)  0.10
N (-0.08685, -1.66653, -0.50051)  0.11
C (-0.24105, -0.23633, -0.39122)  -0.33
H (1.99482, -0.30006, -2.34252)  0.07
H (-2.43289, 1.54083, -1.12868)  0.10
H (0.09646, 1.80694, -0.82414)  0.13
H (2.53919, 0.97936, -1.27473)  0.05
C (-2.28535, 1.11092, -0.08728)  0.02
H (0.57092, -1.99347, -1.09453)  0.05